Computed, not measured: 5 unconnected molecules or ions with the total composition C42H53BrN6O11P, with ωB97M-V/def2-TZVPD.

```
114
Properties=species:S:1:pos:R:3:lowdin_charge:R:1
C -5.7365 1.9744 0.4960 0.11
C -5.6494 1.7538 -0.7089 -0.09
C -5.0114 1.4665 -2.1234 -0.13
N -5.0740 0.0394 -2.5130 0.14
C -4.2880 -0.8529 -1.9500 -0.22
N -4.4243 -2.2418 -2.4183 0.09
C -3.0485 -2.8370 -2.1841 -0.28
C -2.7608 -4.1353 -3.0671 -0.07
C -2.7696 -5.5071 -2.2619 -0.62
N -2.1029 -6.5261 -3.1532 0.06
N -4.1462 -6.0384 -2.0283 0.06
N -1.9566 -5.4817 -1.0145 0.07
C -1.8979 -1.7827 -2.5272 -0.07
C -1.9146 -0.6525 -1.3679 -0.40
C -0.9990 -1.2694 -0.2077 -0.17
C -1.4190 -0.8636 1.2668 -0.21
P -0.5137 -2.0359 2.4535 0.65
O -0.4747 -3.4559 1.9113 -0.32
O -1.2804 -2.1237 3.9422 -0.24
C -0.7118 -1.2217 4.9389 -0.27
C -1.1429 -1.8232 6.3744 -0.07
O 1.0773 -1.5020 2.5127 -0.28
C 2.0023 -2.6368 2.5677 -0.26
C 3.4355 -2.0081 2.9415 -0.07
C -1.3649 0.6603 -2.0571 -0.17
C -0.9355 1.8714 -1.1413 -0.64
C -2.0063 2.3899 -0.0996 -0.13
Br 0.8582 1.6373 -0.2685 0.75
N -3.3333 -0.6220 -0.9060 0.14
H -5.7651 2.0534 1.6175 0.08
H -5.6790 2.0263 -2.8622 0.14
H -3.9838 1.9170 -2.2437 0.11
H -5.7365 -0.2835 -3.2316 0.19
H -5.0578 -2.7232 -1.7524 0.15
H -3.0350 -3.1578 -1.0925 0.14
H -1.7426 -4.0287 -3.5435 0.12
H -3.5187 -4.2373 -3.9134 0.14
H -2.1811 -6.2494 -4.1379 0.07
H -1.1123 -6.5098 -2.8671 0.08
H -4.1086 -6.7201 -1.2635 0.09
H -4.8052 -5.2762 -1.8387 0.07
H -2.5770 -5.0788 -0.2938 0.07
H -1.7779 -6.4391 -0.6739 0.09
H -2.0885 -1.2878 -3.5406 0.14
H -0.8824 -2.2760 -2.5291 0.14
H 0.1156 -1.1279 -0.4043 0.11
H -1.1528 -2.4022 -0.2736 0.10
H -1.0086 0.1695 1.5194 0.06
H -2.5138 -0.9887 1.5092 0.10
H 0.4151 -1.1825 4.9520 0.11
H -1.2067 -0.2122 4.7992 0.12
H -0.2682 -2.4821 6.6931 0.08
H -1.2015 -0.9575 7.0963 0.08
H -2.0911 -2.4328 6.3094 0.08
H 1.6868 -3.4070 3.3306 0.12
H 2.1023 -3.1656 1.5760 0.12
H 3.9896 -1.6848 2.0140 0.07
H 3.1960 -1.0689 3.5454 0.08
H 4.0424 -2.6808 3.6154 0.08
H -2.1235 1.0044 -2.8442 0.12
H -0.4450 0.3566 -2.6654 0.13
H -0.7590 2.7526 -1.8479 0.11
H -2.9762 2.7298 -0.6026 0.07
H -1.6255 3.3192 0.4433 0.09
H -2.3101 1.6456 0.6929 0.06
H -3.5657 0.1710 -0.2986 0.10
C 2.4308 5.1120 2.4213 0.03
C 1.7448 4.7683 1.3321 0.00
C 1.0141 5.7772 0.5346 -0.38
O 0.3847 5.4607 -0.4597 0.08
C 1.0752 7.1829 0.9906 0.03
C 1.7610 7.5281 2.0795 0.03
C 2.4922 6.5188 2.8784 -0.40
O 3.1193 6.8324 3.8699 0.11
H 2.9710 4.3869 3.0173 0.12
H 1.6881 3.7456 0.9809 0.01
H 0.5353 7.9076 0.3942 0.12
H 1.8159 8.5520 2.4275 0.13
C 6.6515 9.9614 0.8400 0.02
C 7.7660 9.7839 1.5487 0.02
C 7.9702 8.5661 2.3654 -0.38
O 8.9848 8.4030 3.0135 0.11
C 6.8903 7.5547 2.3624 0.02
C 5.7775 7.7323 1.6543 0.02
C 5.5722 8.9485 0.8381 -0.38
O 4.5556 9.1093 0.1898 0.10
H 6.4844 10.8457 0.2378 0.12
H 8.5657 10.5139 1.5610 0.12
H 7.0552 6.6699 2.9640 0.11
H 4.9787 7.0018 1.6427 0.10
C 9.1426 3.6089 0.6035 0.03
C 8.2577 4.2001 1.4053 0.03
C 6.8319 3.8040 1.3993 -0.38
O 6.0219 4.3443 2.1296 0.09
C 6.4272 2.7256 0.4704 0.02
C 7.3114 2.1342 -0.3313 0.02
C 8.7379 2.5302 -0.3258 -0.38
O 9.5442 1.9903 -1.0547 0.12
H 10.1891 3.8863 0.5940 0.13
H 8.5376 4.9900 2.0912 0.12
H 5.3803 2.4484 0.4801 0.12
H 7.0320 1.3443 -1.0173 0.12
C -7.7433 -9.1702 -4.3130 0.02
C -7.2802 -10.3939 -4.5649 0.02
C -5.8636 -10.7455 -4.3160 -0.39
O -5.4407 -11.8604 -4.5474 0.11
C -4.9831 -9.6859 -3.7755 0.02
C -5.4462 -8.4613 -3.5234 0.01
C -6.8620 -8.1111 -3.7725 -0.39
O -7.2868 -6.9935 -3.5407 0.08
H -8.7758 -8.8956 -4.4896 0.12
H -7.9111 -11.1806 -4.9597 0.12
H -3.9505 -9.9603 -3.5989 0.12
H -4.8144 -7.6711 -3.1274 0.06
```

Values from the calculation:
- Total charge: +1
- Frontier orbital gap: 7.4 eV